{
  "formula": "C10H12BrNO2S",
  "method": "wB97M-V/def2-TZVPD",
  "elements": ["C", "N", "C", "C", "O", "S", "C", "Br", "C", "C", "C", "C", "C", "C", "O", "H", "H", "H", "H", "H", "H", "H", "H", "H", "H", "H", "H"],
  "positions_angstrom": [[0.0643, -3.2660, 1.0833], [-0.3654, -2.4535, -0.0156], [-0.9758, -3.1454, -1.1714], [-0.2971, -1.1371, 0.0760], [0.2231, -0.5505, 0.9788], [-1.3182, -0.2715, -1.1439], [-0.7105, 1.3949, -0.7328], [-1.3647, 2.7921, -2.2143], [-1.3075, 1.7586, 0.5115], [-0.7315, 2.3846, 1.5121], [0.6168, 2.8974, 1.4146], [1.4696, 2.2515, 0.3156], [0.9345, 1.5438, -0.6978], [1.6364, 0.9896, -1.8567], [1.1713, 0.3683, -2.7660], [0.1144, -4.2048, 0.7117], [1.1049, -2.8553, 1.3025], [-0.5840, -3.2997, 2.0887], [-0.2006, -3.7370, -1.6198], [-1.8201, -3.7729, -0.9059], [-1.1912, -2.5013, -2.0851], [-2.3301, 1.4244, 0.6149], [-1.2305, 2.7643, 2.4233], [0.6602, 4.0683, 1.1141], [1.1687, 2.8136, 2.2771], [2.5509, 2.4393, 0.4004], [2.7120, 1.3041, -1.6153]],
  "e_lumo_ev": 0.01,
  "total_charge": 0,
  "homo_ha": -0.3240,
  "energy_ha": -3565.58821,
  "multiplicity": 1,
  "mol_weight_g_mol": 290.2,
  "largest_force_ev_per_a": 4.59
}